Entry from the Open Molecules 2025 dataset: C6H14N6O14Pb as an isolated structure in a non-equilibrium geometry (ωB97M-V/def2-TZVPD).

Structure (XYZ):
```
41
Properties=species:S:1:pos:R:3:forces:R:3:lowdin_charge:R:1
Pb 0.149825 0.123512 1.179827 -0.606 1.247 2.602 1.708
O -1.056633 4.546051 1.789650 -0.419 -0.887 0.110 -0.064
O -2.153701 -2.549094 0.982143 0.464 0.872 0.181 -0.083
O -2.071536 -0.561300 1.923804 0.318 -0.042 -0.221 -0.186
O -3.937099 -1.612796 1.733499 0.108 0.293 -0.096 -0.021
O -0.840387 2.464560 1.250031 0.141 -0.540 -0.425 -0.241
O 3.213904 -0.123977 4.324546 -0.324 0.426 -0.394 -0.059
O -1.726209 0.786759 5.180964 1.027 0.385 -0.058 -0.056
O -0.095464 -0.600815 5.445360 0.314 0.916 -0.512 -0.062
O -0.109793 0.776611 3.730949 0.505 0.006 -0.010 -0.198
O 3.423510 1.935674 3.701917 -0.345 0.136 0.030 -0.057
O -1.152764 -0.050147 -0.994864 -0.251 1.152 0.029 -0.108
O 2.795502 0.439084 2.271092 -0.790 -0.088 -0.418 -0.214
O -2.764257 3.220627 1.919545 -0.093 -0.271 0.056 -0.011
O 1.774912 -1.151838 -0.253759 0.649 -0.017 -1.210 -0.115
N -2.720597 -1.567773 1.536638 -0.616 -1.282 -0.163 -0.590
N -1.577493 3.405199 1.692406 0.593 1.368 -0.493 -0.588
N 2.834265 -2.319393 -1.897175 1.077 -0.350 -0.771 0.007
N -0.609492 0.352764 4.817429 -1.820 -1.589 0.042 -0.585
N 3.098021 0.767255 3.462760 1.310 -0.638 0.333 -0.623
N -0.905067 1.454239 -2.611091 -0.536 0.527 -0.051 0.028
C -1.665801 0.851487 -1.675006 0.349 -2.414 0.002 -0.499
C 1.565536 -3.511052 -0.221321 -0.744 -0.575 -0.494 0.016
C 2.047796 -2.200243 -0.814743 -0.055 -1.056 1.478 -0.519
C -3.138161 1.070442 -1.644376 -0.699 0.234 0.721 0.022
C -1.383812 1.852963 -3.886344 -0.131 1.614 -1.873 -0.119
C 3.571307 -1.207438 -2.451520 -0.918 1.409 -0.034 -0.075
H 0.697707 -3.312514 0.405761 0.104 0.022 0.109 0.082
H -2.227707 1.376630 -4.393268 0.105 -1.152 0.897 0.080
H 2.297071 -4.099467 0.332753 0.328 0.602 0.204 0.087
H 2.807658 -0.559338 -2.892338 0.276 0.379 0.021 0.080
H 0.083678 1.520998 -2.440503 0.000 -0.416 -0.002 0.147
H -3.534316 0.533931 -0.782315 0.180 -0.031 0.045 0.097
H 3.096673 -3.239308 -2.203685 -0.192 -0.080 0.215 0.129
H 1.234344 -4.215269 -0.991185 -0.098 0.214 -0.224 0.077
H 4.082959 -0.630523 -1.680181 -0.055 -0.097 0.102 0.094
H -3.402400 2.117373 -1.488893 0.132 0.078 -0.229 0.099
H 4.278645 -1.394658 -3.256221 -0.083 -0.856 0.166 0.077
H -0.559136 1.750951 -4.594982 -0.001 0.083 -0.006 0.080
H -1.750428 2.883849 -3.997006 0.506 0.324 0.585 0.081
H -3.671064 0.675970 -2.510299 0.290 0.095 -0.244 0.083
```
Positions in Å, forces in eV/Å.

Computed properties:
Total energy (a.u.): -1811.392836
Lowest unoccupied orbital energy (eV): 3.6
Total charge: -2
Orbital gap (eV): 5.598

Entry from the Open Molecules 2025 dataset: a 7-piece molecular cluster, C33H47BF6N4O29P2S2 overall in a non-equilibrium geometry (ωB97M-V/def2-TZVPD).

Structure (XYZ):
```
124
Properties=species:S:1:pos:R:3:forces:R:3:lowdin_charge:R:1
S 5.129515 -1.730290 -2.671452 0.558 0.495 0.252 0.694
S 4.726745 1.032088 -0.710675 0.395 -0.331 0.147 0.602
P 2.387307 0.630315 -2.709996 -0.262 0.694 0.526 0.970
P 2.494897 -1.471446 1.331345 -0.014 -1.456 -0.782 0.552
F 1.833700 0.822923 4.009344 -0.065 0.586 -0.216 0.169
F 0.383945 2.857811 1.529305 0.115 -0.146 -0.027 0.128
F 2.108902 2.958523 3.598395 -0.231 -0.595 -0.039 0.177
F 3.223364 1.229714 1.890152 -0.049 -0.220 -0.065 0.001
F 0.005231 0.760315 1.859615 0.199 -0.059 0.118 0.123
F 0.127571 2.156508 3.991037 0.669 -0.105 -0.206 0.160
O -3.912688 -4.565133 -2.047641 -0.071 0.032 0.050 0.062
O 4.991468 -0.886176 -3.822992 -0.221 -0.161 -0.204 -0.354
O -0.876373 3.336964 -2.797750 0.053 -0.026 -0.070 0.048
O -0.016027 -7.924304 3.433966 0.157 -0.007 0.076 0.155
O -0.178190 4.733584 -4.409509 0.198 0.140 -0.005 0.140
O -1.975471 5.235546 -3.149251 -0.011 -0.013 -0.043 0.069
O 5.583691 1.159554 -1.834198 -0.074 0.052 -0.184 -0.234
O -3.975351 -4.844229 3.488944 -0.031 0.075 0.016 0.151
O -4.359248 -2.389234 -2.153494 -0.080 -0.022 0.008 0.043
O -3.749174 7.112307 -1.360233 -0.112 0.238 0.113 0.142
O 1.726137 5.362048 -1.844182 -0.009 0.244 -0.193 0.002
O 2.298695 -0.821147 -3.464726 -0.058 -0.002 -0.082 -0.278
O 5.340340 0.614223 0.504841 -0.283 0.211 0.257 -0.222
O -3.271372 8.201752 -3.265230 -0.063 0.089 -0.039 0.067
O -3.222344 -6.949305 3.757199 -0.004 -0.055 -0.005 0.076
O 1.790794 -9.266857 3.453701 0.025 -0.048 0.002 0.074
O -7.780798 -2.265571 0.647083 -0.012 -0.044 -0.079 0.163
O 3.968925 2.414553 -0.598278 -0.319 -0.573 -0.151 -0.176
O -6.338635 -0.679834 1.334418 0.014 0.040 -0.003 0.041
O -3.148836 -3.355320 -3.784049 0.082 0.040 -0.075 0.150
O -7.876296 -1.450380 2.742524 -0.014 0.043 0.028 0.068
O -3.208125 -6.025007 1.737682 0.005 -0.041 -0.087 0.038
O 3.926905 -1.283268 1.955642 -0.342 0.053 0.507 -0.092
O 0.876720 -8.680330 1.515294 0.014 -0.033 -0.042 0.055
O 2.341228 4.781230 1.507066 -0.077 0.091 -0.575 0.198
O 1.448959 -1.317347 2.523318 0.211 0.452 0.231 -0.114
O -2.263920 8.802384 -1.379124 0.052 0.043 -0.014 0.068
O 2.604330 4.277567 -1.543731 -0.263 -0.042 0.183 -0.118
O 6.422062 -1.882437 -2.070451 -0.063 -0.177 0.014 -0.326
N 2.422124 -2.859432 0.642222 -0.144 0.385 -0.048 -0.139
N 4.649809 3.866118 1.552928 -0.271 0.503 -0.096 -0.107
N 3.501390 1.570901 -3.565744 -0.880 -0.300 -0.557 -0.129
N -1.298302 0.566039 -1.327505 0.268 -0.440 0.110 0.099
C -1.785362 3.464558 -1.695021 -0.427 0.237 0.135 -0.118
C -5.158289 -2.894445 -1.068458 -0.015 -0.064 0.058 -0.097
C 2.194984 -0.035190 0.108840 0.012 0.474 -0.186 -0.200
C 1.788536 3.328678 -0.833732 0.062 -0.139 -0.620 -0.150
C 5.400500 4.871864 0.789038 0.442 -0.296 0.142 -0.057
C -2.462995 -7.246133 1.610105 0.150 -0.099 -0.025 -0.105
C -0.132406 0.699360 -0.722752 -0.262 0.401 0.074 -0.143
C 3.321523 -0.032101 -1.075978 0.267 -0.060 -0.742 -0.429
C -2.575287 9.414445 -3.568562 0.080 0.109 -0.015 -0.106
C -0.948843 4.459919 -3.538165 -0.006 -0.068 0.222 -0.585
C 0.825650 -0.291737 -0.587680 0.492 -0.416 0.680 -0.243
C -1.579275 9.501591 -2.426297 0.077 0.040 -0.106 -0.106
C 0.987333 1.689019 1.873431 -0.358 0.266 -0.175 -0.307
C -1.555828 -0.631097 -1.849683 -0.896 0.026 -0.543 -0.107
C -6.280705 0.178257 2.479541 -0.007 0.076 0.121 -0.107
C 0.504342 -1.528430 -1.124758 -0.063 -0.375 -0.506 -0.047
C 2.432955 -10.075973 2.460120 0.051 -0.066 -0.112 -0.105
C 2.217043 1.370148 0.904093 0.782 -0.327 0.544 -0.152
C 2.737300 2.628837 0.143296 -0.364 1.208 0.473 -0.196
C 2.115244 -9.321898 1.181270 0.128 -0.049 -0.015 -0.105
C -3.755587 -3.430786 -2.763416 0.020 -0.020 0.047 -0.595
C -2.778653 4.482071 -2.222426 -0.017 -0.342 0.292 -0.092
C -0.707716 -1.701417 -1.778434 0.390 -0.053 0.256 -0.020
C 3.945137 -1.418609 -1.336020 -0.152 -0.177 0.424 -0.297
C -2.893917 -8.007771 2.847332 -0.270 -0.153 -0.171 -0.114
C 4.854088 4.048267 2.985026 0.136 -0.065 0.099 -0.077
C -4.472873 -4.211199 -0.773408 -0.072 0.019 0.226 -0.106
C -7.377286 -1.535839 1.492675 0.008 -0.044 0.092 -0.571
C -3.512696 -5.846288 3.044257 0.007 0.036 0.008 -0.578
C -3.152706 7.959879 -1.946055 0.017 -0.074 -0.041 -0.571
C -6.986589 -0.654702 3.534344 0.114 0.058 0.078 -0.106
C 1.320846 1.894564 3.400951 -0.474 0.123 0.359 -0.501
C 0.807425 -8.564106 2.861254 0.083 0.057 0.003 -0.561
B 3.251927 3.840986 1.139545 0.175 -0.412 0.469 -0.523
H 1.036627 3.911539 -0.317119 0.005 -0.144 0.259 0.112
H -1.357786 10.518833 -2.116794 -0.087 -0.015 0.128 0.131
H -3.289714 10.239180 -3.562428 -0.005 0.002 0.028 0.132
H -6.186929 -3.008305 -1.406003 0.006 -0.016 -0.031 0.131
H -2.219903 2.498755 -1.453013 0.137 0.063 -0.185 0.102
H -5.152840 -4.982556 -0.424546 0.031 -0.099 -0.142 0.135
H -2.111866 9.346410 -4.548338 -0.024 -0.156 -0.006 0.134
H -5.248072 0.409323 2.724606 0.049 -0.104 -0.095 0.132
H -6.813605 1.102278 2.250799 -0.027 -0.013 -0.003 0.133
H -1.401393 -7.008689 1.618118 0.004 -0.014 0.065 0.113
H 3.168130 -2.165059 -1.471456 -0.016 0.055 -0.184 0.061
H 2.854971 -8.554022 0.952817 0.003 0.015 0.035 0.136
H -7.548691 -0.063764 4.251499 -0.133 -0.037 -0.067 0.132
H -3.184708 5.132051 -1.456645 0.111 0.056 -0.147 0.104
H 1.695674 -3.456616 1.015149 0.086 -0.124 -0.030 0.012
H -1.231389 3.837457 -0.829974 0.028 0.098 -0.032 0.125
H 2.752116 5.627823 1.714064 -0.002 -0.057 0.370 0.130
H 4.711815 -2.974088 -3.006045 -0.169 -0.021 -0.054 0.080
H 2.495312 -0.739511 -4.404439 0.107 -0.147 -0.028 0.069
H -2.125003 -8.640988 3.268509 0.059 0.143 0.114 0.109
H 6.462053 4.610533 0.799333 -0.004 -0.019 -0.051 0.094
H -6.305004 -1.318880 4.067338 0.019 -0.015 -0.034 0.135
H 4.505182 -1.754121 -0.460805 0.124 0.031 -0.038 0.084
H -3.661748 -4.102459 -0.053610 0.011 -0.018 -0.001 0.124
H 1.987390 -11.071413 2.479826 -0.027 0.008 -0.010 0.133
H 4.635100 3.127306 3.524466 -0.026 -0.007 -0.024 0.081
H 1.308703 2.666936 -1.554294 0.085 -0.022 -0.039 0.068
H -0.647509 8.978076 -2.644055 -0.018 -0.033 -0.019 0.134
H 3.823506 1.178201 -4.442742 0.666 -0.095 0.280 0.050
H 1.984838 -9.964674 0.315811 -0.152 0.016 0.005 0.133
H -2.497142 -0.743026 -2.373190 -0.081 0.104 0.041 0.107
H 3.949979 -0.842909 2.813864 0.175 0.318 -0.131 0.101
H 0.032848 1.679222 -0.307954 0.019 0.123 -0.108 0.089
H -0.975392 -2.646718 -2.228785 0.028 0.001 -0.052 0.110
H -2.714539 -7.748577 0.679665 -0.154 0.114 -0.023 0.135
H 5.900983 4.294596 3.167519 0.020 -0.056 -0.020 0.091
H 4.248593 4.851139 3.432029 0.015 0.061 -0.038 0.087
H 1.179674 -2.365103 -1.090822 0.123 0.091 0.147 0.084
H -5.137442 -2.208762 -0.228703 0.090 0.145 -0.109 0.115
H 3.495638 -10.153454 2.668871 -0.008 0.109 0.107 0.134
H 1.503994 5.212691 -2.779072 0.058 -0.092 -0.027 0.088
H 3.044797 2.455402 -3.760306 0.097 0.076 0.037 0.042
H 5.329486 5.870270 1.245915 -0.198 0.083 -0.178 0.090
H 0.565659 -1.591656 2.247648 -0.052 0.038 0.056 0.098
H -3.794958 -8.598242 2.664256 -0.038 0.056 0.019 0.134
H 5.078860 4.901639 -0.251327 -0.077 0.049 0.002 0.092
H -3.597713 4.013294 -2.769721 0.047 0.004 -0.085 0.140
```
Positions in Å, forces in eV/Å.

Computed properties:
Total energy (a.u.): -5789.811453
Lowest unoccupied orbital energy (eV): 0.0
Orbital gap (eV): 8.145
SMILES: CN(C)B(O)[C@@]1(COO)OS(=O)(=O)[C@](C[SH](=O)=O)(P(N)O)[C@@](c2cccnc2)(P(=N)(O)O)[C@]1(F)C(F)(F)C(F)(F)F.O=C1OCCO1.O=C1OCCO1.O=C1OCCO1.O=C1OCCO1.O=C1OCCO1.O=C1OCCO1

Which of these has the highest total energy?
C6H14N6O14Pb

The lowest orbital gap belongs to which entry?
C6H14N6O14Pb

The highest lowest unoccupied orbital energy belongs to which entry?
C6H14N6O14Pb

What is the lowest unoccupied orbital energy in the second record?
0.0 eV